{"formula": "C19H44Cl7N3O7", "method": "the ωB97M-V functional and the def2-TZVPD basis", "multiplicity": 2, "total_charge": 1, "fmax_ev_per_a": 5.783, "e_homo_ev": [-10.645, -11.572], "species": ["C", "C", "C", "O", "C", "N", "H", "H", "H", "H", "H", "H", "H", "H", "H", "H", "H", "H", "C", "C", "C", "O", "C", "N", "H", "H", "H", "H", "H", "H", "H", "H", "H", "H", "H", "H", "Cl", "O", "O", "O", "O", "C", "C", "C", "C", "C", "C", "N", "O", "C", "C", "C", "H", "H", "H", "H", "H", "H", "H", "H", "H", "H", "H", "H", "H", "H", "H", "H", "H", "H", "C", "Cl", "Cl", "Cl", "H", "C", "Cl", "Cl", "Cl", "H"], "coordinates": [[-23.683460, -11.718370, 31.274980], [-24.585680, -12.333530, 30.157230], [-24.931630, -13.801910, 30.395680], [-25.770550, -14.407260, 29.505720], [-26.004740, -15.776980, 29.712770], [-25.883720, -11.479970, 30.061890], [-26.490410, -11.511450, 30.868760], [-25.751000, -10.499480, 29.859090], [-26.378990, -11.715900, 29.213870], [-23.362820, -10.729050, 30.948580], [-22.844270, -12.412560, 31.319160], [-24.176720, -11.600230, 32.239780], [-24.098110, -12.132390, 29.203330], [-25.326460, -13.939740, 31.402260], [-23.977570, -14.320990, 30.487370], [-26.783890, -16.201310, 29.079550], [-26.401970, -15.837930, 30.725980], [-25.094310, -16.361040, 29.578290], [-29.473180, -6.826830, 31.652620], [-28.179220, -7.070500, 32.419910], [-28.289720, -7.633660, 33.788950], [-27.050420, -7.467780, 34.536620], [-27.046140, -8.047780, 35.806160], [-27.313040, -7.991800, 31.500480], [-27.241600, -7.742520, 30.524340], [-26.398280, -8.180970, 31.884570], [-27.735870, -8.905970, 31.575430], [-30.040580, -7.741700, 31.481790], [-29.357520, -6.284410, 30.714270], [-30.011080, -6.250670, 32.405470], [-27.556490, -6.177030, 32.464740], [-28.518440, -8.699300, 33.774270], [-29.114390, -7.273140, 34.403810], [-26.083590, -8.050350, 36.317620], [-27.313180, -9.102010, 35.732670], [-27.712310, -7.512550, 36.482800], [-27.923560, -11.730500, 32.941220], [-28.595240, -11.321740, 31.753630], [-27.587630, -13.156350, 32.767580], [-26.752320, -10.966160, 33.084290], [-28.697240, -11.649710, 34.137630], [-26.350590, -16.547950, 33.780340], [-25.188590, -16.433330, 34.825420], [-25.084530, -17.933890, 35.315650], [-23.859580, -18.170680, 36.244160], [-22.680740, -17.954430, 35.407490], [-22.585840, -16.549770, 34.654220], [-23.934830, -16.149370, 34.083360], [-23.985330, -14.946370, 33.317490], [-21.990130, -15.451760, 35.646200], [-21.534520, -16.877180, 33.547180], [-25.467180, -15.420640, 35.995220], [-26.673540, -15.575500, 33.408660], [-27.141700, -17.061660, 34.326550], [-26.105030, -17.245670, 32.979730], [-26.006240, -18.330860, 35.741040], [-24.985070, -18.612280, 34.468320], [-23.812160, -19.196550, 36.609470], [-23.952950, -17.428270, 37.036770], [-22.669770, -18.801590, 34.721720], [-21.902890, -18.068360, 36.162510], [-22.601770, -15.412810, 36.547580], [-20.919930, -15.539610, 35.833420], [-22.149780, -14.500640, 35.138280], [-21.736460, -17.693400, 32.853560], [-21.278610, -15.959000, 33.018450], [-20.621090, -17.246020, 34.013760], [-25.770320, -14.469770, 35.556990], [-24.667820, -15.353890, 36.733230], [-26.376080, -15.646790, 36.552770], [-29.681490, -15.028050, 35.059920], [-30.576050, -15.582460, 33.664270], [-29.254760, -16.449870, 36.121770], [-30.785870, -14.007650, 36.007260], [-28.798390, -14.470460, 34.747930], [-32.245490, -11.101320, 33.150860], [-32.128990, -9.328310, 33.013870], [-32.120340, -12.045750, 31.569070], [-33.752500, -11.412620, 34.020080], [-31.394540, -11.371220, 33.776260]], "forces_ev_per_a": [[-0.757, -0.616, -1.043], [-0.349, 0.927, 0.670], [0.766, -0.211, 1.759], [-0.815, 1.117, -2.609], [-0.239, -0.242, 1.093], [0.475, -0.060, -1.038], [-0.487, -0.570, 0.627], [0.970, 0.475, 0.439], [-0.706, -1.108, -0.059], [0.276, -0.065, -0.034], [0.174, 0.347, 0.418], [-0.065, -0.434, -0.038], [-0.090, -0.362, -0.131], [-0.235, 0.427, 0.468], [0.483, -0.057, -0.316], [0.138, 0.650, -0.412], [0.243, -0.606, 0.303], [0.109, -0.037, 0.184], [0.028, -0.071, 1.299], [0.983, 0.828, -1.813], [0.928, -1.507, 2.232], [-0.076, 0.793, -2.122], [-0.536, -0.806, 0.910], [-0.227, -0.831, 1.439], [-0.188, 0.532, -0.172], [0.674, 0.451, 0.368], [-0.667, -0.874, -0.247], [0.061, -0.108, 0.046], [0.126, 0.103, 0.227], [-0.594, 0.322, -0.579], [-0.258, 0.245, 0.086], [0.033, -0.485, -0.343], [-0.203, 0.804, -0.424], [0.343, 0.455, -0.734], [-0.348, -0.134, 0.114], [-0.362, -0.086, 0.001], [-0.886, -5.521, 1.475], [-0.946, 1.490, -1.301], [0.204, 1.506, -0.167], [2.610, 2.092, -0.196], [-0.771, 1.001, -0.155], [0.281, 0.355, 1.105], [-0.737, -1.895, -0.229], [0.658, -0.207, 0.759], [-2.840, 0.628, -0.614], [0.591, 0.988, 0.084], [1.222, -1.656, 0.472], [0.600, 4.089, -1.437], [0.524, -4.444, 2.725], [-1.413, -0.171, -1.490], [0.036, 0.984, 0.196], [-0.641, -0.399, -0.968], [-0.048, -0.100, -0.108], [-0.368, 0.420, -0.093], [0.373, 0.332, -0.131], [-0.255, 0.750, 0.421], [0.323, 0.268, -0.496], [-0.324, 0.153, 0.388], [0.262, -0.334, 0.462], [0.445, 0.234, -0.348], [1.030, 0.308, -0.782], [0.407, -0.142, 0.167], [-0.212, -0.449, 0.093], [0.086, 0.164, 0.020], [-0.850, 0.267, -0.068], [0.014, -0.109, -0.291], [0.027, 0.317, 0.444], [0.784, 0.339, -0.075], [0.036, 0.239, -0.364], [-0.010, -0.790, -0.042], [-0.677, -0.596, 0.852], [0.258, -0.151, -0.428], [0.117, 0.758, -0.649], [0.403, 0.298, -0.015], [-0.091, -0.183, 0.183], [0.015, -0.338, -0.137], [0.243, -0.088, -0.659], [-0.191, 1.156, 1.451], [0.315, -0.420, -0.343], [-0.210, -0.353, -0.276]]}

***

{"formula": "C8H14CrN2P", "method": "the ωB97M-V functional and the def2-TZVPD basis", "multiplicity": 5, "total_charge": -1, "fmax_ev_per_a": 4.077, "e_homo_ev": [-0.502, -0.729], "species": ["C", "C", "C", "C", "C", "Cr", "P", "H", "H", "H", "H", "H", "H", "H", "H", "C", "N", "C", "C", "N", "H", "H", "H", "H", "H", "H"], "coordinates": [[1.387855, -0.441455, -2.500997], [0.351358, -0.168642, -3.558258], [-0.639084, -1.205982, -3.547913], [-0.411927, -1.998136, -2.409117], [0.620386, -1.430258, -1.564444], [-0.269885, 0.495350, -1.640856], [-0.627128, 2.729607, -1.062795], [2.324441, 0.163642, -2.382746], [0.268553, 0.606490, -4.333725], [-1.393947, -1.395403, -4.312072], [0.622321, -1.880125, -0.506485], [-0.968762, -2.927709, -2.281468], [-1.486058, 3.238933, -0.055823], [-0.449605, 3.771324, -2.034258], [0.440098, 3.009964, -0.174815], [-1.014141, 0.312709, 3.317351], [-0.011618, -0.450712, 2.571067], [1.070992, -1.007317, 3.400201], [0.118981, -0.112013, 1.300243], [-0.192896, 0.585573, 0.393783], [-0.826422, 0.216177, 4.386704], [-2.023060, -0.046029, 3.094889], [-0.959084, 1.370121, 3.035703], [1.235174, -2.073989, 3.194064], [2.017975, -0.481787, 3.204154], [0.815481, -0.880338, 4.467624]], "forces_ev_per_a": [[-2.258, 0.205, 0.846], [0.741, -0.030, -1.015], [0.697, -0.143, 1.155], [-0.664, 0.690, -0.676], [0.246, -0.601, -1.074], [0.384, -0.907, 1.101], [0.292, -0.044, -0.144], [-1.063, -0.811, 0.201], [0.980, -0.524, 0.198], [0.183, 0.190, 0.261], [1.307, 1.047, -1.705], [0.067, 0.318, 0.568], [-0.455, 0.408, -0.468], [-0.339, 0.434, 0.679], [0.236, 0.088, -0.571], [-0.234, 0.297, 0.247], [-0.942, 0.406, 2.386], [0.133, 0.103, -0.628], [3.171, -2.562, -0.096], [-1.994, 1.388, -0.818], [-0.222, 0.094, -0.015], [0.021, 0.025, 0.001], [-0.070, 0.002, 0.058], [-0.089, 0.194, -0.011], [-0.190, -0.141, 0.085], [0.063, -0.124, -0.567]]}

***

{"formula": "C4H11NO", "method": "the ωB97M-V functional and the def2-TZVPD basis", "smiles": "C[C@H](N)CCO", "fmax_ev_per_a": 4.737, "relative_energy_kj_mol": 194.9, "e_homo_ev": -9.300, "species": ["C", "C", "N", "C", "C", "O", "H", "H", "H", "H", "H", "H", "H", "H", "H", "H", "H"], "coordinates": [[-0.619076, 1.329067, 1.659342], [0.059433, 1.228052, 0.184755], [-0.907006, 1.554149, -0.875595], [0.885090, -0.074956, -0.071698], [0.085186, -1.454950, 0.018733], [0.623126, -2.511096, -0.859980], [-0.741570, 0.297446, 2.072793], [-1.570449, 1.879663, 1.535551], [-0.130021, 1.940510, 2.344949], [0.741689, 2.061825, 0.201975], [-0.686731, 0.956391, -1.647596], [-1.885338, 1.445693, -0.650393], [1.234955, 0.043102, -1.116711], [1.670907, -0.178947, 0.643286], [0.306527, -1.967633, 0.883330], [-0.886407, -1.367818, -0.231507], [0.846675, -2.063785, -1.773464]], "forces_ev_per_a": [[-1.057, -1.688, -2.704], [-0.680, 0.224, 2.236], [0.423, -0.312, 0.255], [-2.230, -0.627, -0.583], [4.175, 0.489, -2.183], [0.750, 2.335, -2.912], [-0.283, 0.970, -0.171], [0.050, -0.762, 0.027], [1.569, 0.763, 1.034], [0.719, 0.123, -0.203], [-0.265, -0.118, -0.695], [0.081, -0.248, 0.285], [0.345, -0.275, 0.535], [0.915, 0.342, 0.126], [-0.336, -0.328, 2.656], [-3.484, 0.543, -0.321], [-0.693, -1.433, 2.620]]}

***

{"formula": "CH3ClN2O2", "method": "the ωB97M-V functional and the def2-TZVPD basis", "smiles": "CO/[N+]([O-])=N/Cl", "fmax_ev_per_a": 4.137, "relative_energy_kj_mol": 339.6, "e_homo_ev": -10.376, "species": ["C", "O", "N", "O", "N", "Cl", "H", "H", "H"], "coordinates": [[-0.204697, 0.451543, -1.334010], [0.271572, 0.837423, -0.121052], [0.345347, 0.018789, 1.065346], [1.259875, 0.422800, 1.714276], [-0.523695, -0.871491, 1.170068], [-0.319634, -2.031041, 2.408673], [-0.958894, -0.300048, -1.163333], [-0.606121, 1.281685, -1.922479], [0.736247, 0.190340, -1.817489]], "forces_ev_per_a": [[0.132, -1.279, -1.402], [0.293, 2.276, 3.442], [0.510, 0.707, -1.189], [0.197, -0.700, 1.133], [-0.619, -0.355, -0.955], [0.353, 0.754, -0.016], [-0.110, -0.604, -0.750], [-0.210, 0.222, 0.709], [-0.545, -1.022, -0.972]]}